No. 1
Molecular formula: C16H24N4O6PPdS
Method: DFT, wB97M-V/def2-TZVPD

```
! RIJCOSX wB97M-V def2-TZVPD def2/J DEFGRID3
* xyz -1 1
Pd -1.213 0.932 1.287
N 5.612 -3.690 -2.473
C 4.532 -2.848 -2.207
C 4.553 -1.992 -1.106
C 3.526 -1.084 -0.907
C 2.477 -1.033 -1.802
C 2.429 -1.888 -2.884
C 3.448 -2.799 -3.086
S 1.204 0.218 -1.590
O 1.925 1.475 -1.541
O 0.253 0.105 -2.679
N 0.486 -0.007 -0.161
C -0.065 -1.208 -0.006
N -0.940 -1.349 1.031
C -1.513 -2.544 1.197
C -1.259 -3.604 0.340
C -0.335 -3.378 -0.667
N 0.275 -2.205 -0.834
H 6.185 -3.921 -1.674
H 5.392 -4.483 -3.055
H 5.383 -2.039 -0.415
H 3.528 -0.407 -0.066
H 1.575 -1.824 -3.538
H 3.419 -3.476 -3.928
H -2.206 -2.636 2.027
H -1.748 -4.559 0.465
H -0.053 -4.154 -1.370
C -4.815 3.216 0.504
O -3.562 3.512 -0.060
P -2.453 2.307 -0.176
O -3.192 1.512 -1.382
C -2.760 0.185 -1.647
O -1.364 3.181 -0.956
C -0.102 3.422 -0.347
H -5.387 4.144 0.508
H -4.704 2.849 1.530
H -5.344 2.464 -0.086
H -3.546 -0.294 -2.233
H -2.622 -0.365 -0.704
H -1.818 0.178 -2.201
H 0.689 3.136 -1.043
H 0.013 2.800 0.567
H -0.034 4.481 -0.088
C -1.908 3.024 3.926
O -0.739 2.281 4.143
C -0.489 1.285 3.216
C 0.745 0.510 3.581
H -2.723 2.627 4.544
H -2.195 2.966 2.859
H -1.713 4.062 4.205
H 1.224 0.945 4.463
H 1.446 0.503 2.739
H 0.486 -0.534 3.783
*
```

The calculation puts the orbital gap at 6.0 eV. The value obtained for the HOMO energy is -3.3 eV.

=====

No. 2
Molecular formula: C5H14NO
Method: DFT, wB97M-V/def2-TZVPD

```
! RIJCOSX wB97M-V def2-TZVPD def2/J DEFGRID3
* xyz 1 1
C -0.069 -1.291 2.339
C -1.039 -0.514 1.436
C -0.770 -0.601 -0.057
C 0.627 -0.211 -0.471
C 1.717 1.954 -0.398
N 1.091 1.019 0.174
H -0.384 -1.138 3.369
H -0.084 -2.345 2.064
H 0.953 -0.942 2.214
H -2.053 -0.882 1.636
H -1.174 0.516 1.784
H -0.903 -1.627 -0.400
H -1.529 -0.041 -0.590
H 1.314 -1.022 -0.242
H 0.690 -0.045 -1.547
H 1.947 2.836 0.191
H 2.007 1.874 -1.431
H 0.787 1.161 1.139
H -1.492 1.023 -3.982
H -0.721 -0.265 -3.862
O -0.914 0.540 -3.366
*
```

The calculation puts the orbital gap at 10.3 eV. The value obtained for the HOMO energy is -15.0 eV.

=====

No. 3
Molecular formula: C14H44O8
Method: DFT, wB97M-V/def2-TZVPD

```
! RIJCOSX wB97M-V def2-TZVPD def2/J DEFGRID3
* xyz -1 2
C -0.556 4.454 -1.286
O -1.706 3.912 -1.928
H -0.833 4.440 -0.232
H 0.364 3.875 -1.359
H -0.482 5.468 -1.681
H -2.499 4.262 -1.516
C -3.524 2.844 2.223
O -2.870 3.085 1.034
H -2.834 2.370 2.921
H -3.953 3.734 2.684
H -4.296 2.120 1.961
H -3.466 3.656 0.542
C -0.236 0.944 0.151
O -0.586 1.778 1.221
H -0.225 1.533 -0.766
H 0.678 0.380 0.336
H -1.112 0.301 0.233
H -1.426 2.159 0.958
C 2.684 2.875 0.962
O 1.466 3.640 1.121
H 3.357 3.339 0.241
H 3.164 2.709 1.927
H 2.516 1.885 0.538
H 0.703 3.092 1.320
C -2.748 -0.200 -2.033
O -3.421 -1.431 -2.086
H -1.671 -0.293 -1.892
H -2.702 0.419 -2.929
H -3.252 0.311 -1.212
H -3.230 -1.904 -1.272
C 1.215 -4.408 -3.451
C 0.365 -3.151 -3.366
C 0.624 -2.254 -2.126
O 0.672 -2.438 -4.565
H 0.794 -4.987 -4.274
H 1.161 -5.023 -2.552
H 2.271 -4.202 -3.627
H -0.691 -3.402 -3.460
H 1.667 -2.355 -1.827
H 0.028 -2.656 -1.307
H 0.400 -1.187 -2.125
H 1.623 -2.319 -4.507
C 6.235 -1.362 -0.303
C 4.914 -0.731 -0.810
C 3.687 -1.369 -0.188
O 4.897 0.665 -0.585
H 6.472 -2.394 -0.563
H 6.317 -1.427 0.782
H 7.143 -0.824 -0.576
H 4.717 -0.899 -1.869
H 2.780 -0.846 -0.492
H 3.714 -1.419 0.901
H 3.570 -2.429 -0.412
H 4.140 0.999 -1.071
C -1.980 -0.713 4.070
C -3.071 -1.717 3.633
C -4.280 -1.048 2.999
O -2.486 -2.604 2.744
H -1.674 -0.157 3.184
H -1.161 -1.270 4.524
H -2.354 0.010 4.795
H -3.407 -2.275 4.507
H -4.027 -0.360 2.192
H -4.843 -0.415 3.685
H -5.023 -1.787 2.702
H -1.714 -2.998 3.157
*
```

The calculation puts the orbital gap (spin up / spin down) at 1.7 / 8.8 eV. The value obtained for the HOMO energy (spin up / spin down) is 0.5 / -6.7 eV. Its expectation value of S² is 0.750.

=====

No. 4
Molecular formula: C3H8N3
Method: DFT, wB97M-V/def2-TZVPD

```
! RIJCOSX wB97M-V def2-TZVPD def2/J DEFGRID3
* xyz 1 1
C 1.152 -1.806 0.543
C -1.064 1.292 0.268
C 0.250 0.081 -1.461
N 1.722 -2.815 0.350
N -1.213 1.619 1.552
N -0.038 0.577 -0.138
H 0.802 -0.881 -1.235
H -1.684 1.669 -0.460
H 0.832 0.629 -2.200
H -0.683 -0.264 -1.852
H 1.919 -3.744 -0.151
H -1.742 2.435 1.972
H -0.828 1.058 2.264
H 0.576 0.150 0.547
*
```

The calculation puts the orbital gap at 11.3 eV. The value obtained for the HOMO energy is -14.9 eV.

=====

No. 5
Molecular formula: C3H5NO
Method: DFT, wB97M-V/def2-TZVPD

```
! RIJCOSX wB97M-V def2-TZVPD def2/J DEFGRID3
* xyz 0 1
C -0.037 -1.285 -0.241
C -0.133 -0.436 0.912
C 0.582 0.194 -0.563
N 1.991 -0.163 -0.529
O 2.580 -0.220 0.542
H -0.810 -1.414 -0.987
H -1.122 0.034 1.316
H 0.624 -0.628 1.688
H 0.400 0.351 -1.652
H 0.257 1.072 -0.090
*
```

The calculation puts the orbital gap at 8.2 eV. The value obtained for the HOMO energy is -8.1 eV.

=====

No. 6
Molecular formula: CH3NO
Method: DFT, wB97M-V/def2-TZVPD

```
! RIJCOSX wB97M-V def2-TZVPD def2/J DEFGRID3
* xyz 0 1
C 1.013 -0.298 -0.026
N -0.111 0.410 0.048
O 2.132 0.158 -0.005
H 0.922 -1.363 0.043
H -0.897 -0.131 -0.299
H 0.100 1.343 -0.176
*
```

The calculation puts the orbital gap at 11.0 eV. The value obtained for the HOMO energy is -10.1 eV. Its SMILES is NC=O.

=====

No. 7
Molecular formula: C29H23F10N5O2Zn
Method: DFT, wB97M-V/def2-TZVPD

```
! RIJCOSX wB97M-V def2-TZVPD def2/J DEFGRID3
* xyz -2 1
Zn -0.491 0.388 -0.700
C -3.013 -2.858 -2.381
C -2.675 -1.612 -1.577
O -1.521 -1.141 -1.739
C -3.689 -1.024 -0.737
C -3.354 -0.246 0.349
C -4.384 0.478 1.227
N -2.004 -0.140 0.754
N -1.688 -1.013 1.613
C -0.405 -1.406 1.489
O 0.458 -0.899 0.710
C -0.098 -2.468 2.442
C -1.064 -3.051 3.343
C -0.652 -4.108 4.174
C 0.597 -4.701 4.080
C 1.513 -4.190 3.152
C 1.173 -3.108 2.319
H -4.062 -2.776 -2.790
H -3.009 -3.814 -1.782
H -2.268 -3.021 -3.192
H -4.719 -1.203 -1.025
H -4.706 -0.186 2.042
H -5.261 0.746 0.602
H -3.913 1.405 1.605
H -2.112 -2.727 3.343
H -1.378 -4.596 4.848
H 0.853 -5.557 4.686
H 2.488 -4.668 3.128
H 1.853 -2.755 1.553
C -2.498 1.443 -3.143
N -1.296 1.793 -2.249
C -1.705 2.977 -1.472
C -0.549 3.417 -0.564
N -0.101 2.296 0.210
C 0.741 2.535 1.209
C 1.922 3.348 1.147
F 2.157 4.116 0.026
C 2.837 3.354 2.183
F 3.913 4.172 2.099
C 2.682 2.525 3.306
F 3.684 2.443 4.200
C 1.533 1.789 3.444
F 1.383 1.037 4.546
C 0.581 1.843 2.456
F -0.620 1.313 2.686
C -0.190 2.060 -3.237
C 1.195 1.770 -2.645
N 1.190 0.543 -1.856
C 2.313 -0.167 -1.770
C 2.322 -1.566 -1.551
F 1.156 -2.226 -1.556
C 3.460 -2.308 -1.252
F 3.292 -3.560 -0.790
C 4.716 -1.725 -1.326
F 5.821 -2.336 -0.902
C 4.812 -0.386 -1.693
F 6.023 0.195 -1.822
C 3.660 0.373 -1.859
F 3.780 1.733 -1.967
H -2.571 2.171 -3.961
H -2.385 0.443 -3.623
H -3.423 1.462 -2.556
H -1.979 3.795 -2.151
H -2.602 2.672 -0.909
H 0.260 3.927 -1.119
H -0.899 4.183 0.172
H -0.339 1.416 -4.145
H -0.225 3.100 -3.647
H 1.930 1.717 -3.486
H 1.546 2.566 -1.970
*
```

The calculation puts the orbital gap (spin up / spin down) at 3.7 / 3.7 eV. The value obtained for the HOMO energy (spin up / spin down) is 0.4 / 0.4 eV.